{
  "formula": "C40H36AsNO4PRhS2",
  "method": "wB97M-V/def2-TZVPD",
  "species": ["Rh", "C", "C", "C", "C", "C", "C", "C", "S", "O", "O", "N", "C", "C", "O", "O", "H", "H", "H", "H", "H", "H", "H", "H", "H", "S", "C", "C", "C", "C", "C", "C", "As", "C", "C", "C", "C", "C", "C", "C", "C", "C", "C", "C", "C", "H", "H", "H", "H", "H", "H", "H", "H", "H", "H", "H", "H", "H", "H", "C", "P", "C", "C", "C", "C", "C", "C", "C", "C", "C", "C", "C", "C", "H", "H", "H", "H", "H", "H", "H", "H", "H", "H", "H", "H", "H"],
  "xyz": [[-0.52674, 1.11863, -1.35572], [3.31890, 2.09316, 5.22456], [3.14516, 1.68302, 3.78944], [3.53928, 2.54274, 2.75639], [3.35162, 2.19691, 1.43447], [2.80467, 0.95266, 1.12705], [2.44640, 0.05473, 2.12265], [2.57056, 0.47106, 3.45591], [2.73967, 0.44258, -0.58045], [3.99379, 0.86552, -1.15423], [2.42210, -0.97188, -0.56146], [1.55083, 1.21368, -1.32180], [1.96655, 2.43816, -2.03285], [0.91074, 3.51630, -1.93951], [1.17961, 4.68486, -2.11494], [-0.30101, 3.09691, -1.65459], [4.25766, 2.62922, 5.36643], [3.31458, 1.22896, 5.88784], [2.51045, 2.76093, 5.53280], [3.99054, 3.49735, 3.00095], [3.66091, 2.86419, 0.64055], [0.67553, -1.16092, 0.73559], [2.19371, -0.17620, 4.24316], [2.11268, 2.22584, -3.09907], [2.90695, 2.84073, -1.66856], [-2.67461, 1.33483, -2.14732], [-3.43667, -0.25416, -2.12101], [-4.82582, -0.34078, -2.25972], [-5.45689, -1.57202, -2.24649], [-4.72591, -2.74600, -2.09429], [-3.34825, -2.67728, -1.97012], [-2.70995, -1.44179, -1.99655], [-0.81580, -1.19815, -1.85146], [-0.21645, -0.92535, -3.67484], [1.14357, -0.71782, -3.90095], [1.59649, -0.47146, -5.18960], [0.69656, -0.42309, -6.24493], [-0.65739, -0.62764, -6.01678], [-1.11756, -0.87781, -4.73275], [-0.14380, -2.94458, -1.39729], [0.60466, -3.68917, -2.30009], [0.99959, -4.97675, -1.96566], [0.63909, -5.52451, -0.74343], [-0.13235, -4.78989, 0.14582], [-0.52868, -3.50279, -0.18278], [-5.40252, 0.56948, -2.36693], [-6.53418, -1.61719, -2.34514], [-5.22705, -3.70443, -2.07348], [-2.76457, -3.58356, -1.86232], [1.84372, -0.75278, -3.07493], [2.65278, -0.31229, -5.36337], [1.05041, -0.22206, -7.24784], [-1.35942, -0.58603, -6.83933], [-2.17577, -1.02644, -4.55613], [0.89167, -3.26859, -3.25410], [1.59136, -5.55216, -2.66538], [0.95205, -6.52863, -0.48796], [-0.43189, -5.21719, 1.09450], [-1.16455, -2.94883, 0.49627], [-2.83929, 1.77432, 1.00942], [-1.13020, 1.21075, 0.77109], [-1.00412, -0.33211, 1.72695], [-2.11080, -0.80342, 2.43550], [-2.01612, -1.95457, 3.20307], [-0.79354, -2.60923, 3.29373], [0.28683, -2.15861, 2.55737], [0.19364, -1.05626, 1.70262], [-0.28967, 2.44845, 1.81725], [-0.40347, 2.28630, 3.20111], [-0.00111, 3.29385, 4.06157], [0.53889, 4.46809, 3.55454], [0.65930, 4.63176, 2.18473], [0.23763, 3.63315, 1.31659], [-3.03662, 1.86487, 2.07812], [-3.55664, 1.11525, 0.52584], [-2.90736, 2.75972, 0.54949], [-3.04844, -0.26705, 2.40836], [-2.87968, -2.31687, 3.74466], [-0.68699, -3.48491, 3.92157], [1.23569, -2.67844, 2.63283], [2.74768, -0.96525, 1.90617], [-0.81948, 1.37495, 3.61396], [-0.11722, 3.16053, 5.12981], [0.85300, 5.25647, 4.22700], [1.06249, 5.54781, 1.77295], [0.27857, 3.80822, 0.25551]],
  "atomic_forces_ev_per_a": [[0.795, -0.131, 0.116], [-0.017, 0.025, -0.008], [-0.433, 0.290, -0.045], [-0.024, -0.017, 0.050], [-0.408, 0.056, -0.034], [0.081, 0.037, -0.224], [2.515, 0.436, 0.281], [-0.261, -0.036, 0.031], [0.051, -0.114, -0.118], [-0.007, -0.154, -0.039], [-0.119, 0.018, 0.064], [0.186, 0.333, 0.195], [-0.060, -0.080, -0.008], [-0.059, 0.027, 0.036], [-0.001, 0.002, -0.026], [-0.359, 0.054, -0.018], [0.001, -0.004, 0.003], [-0.012, 0.000, 0.002], [-0.001, 0.001, 0.000], [0.045, -0.024, 0.002], [-0.002, 0.008, 0.005], [1.160, 1.004, 0.460], [0.385, -0.168, 0.033], [0.019, -0.007, 0.001], [0.001, 0.013, 0.005], [-0.077, -0.019, -0.003], [-0.015, 0.005, 0.020], [0.001, 0.012, -0.007], [-0.003, -0.008, -0.002], [0.004, 0.001, 0.004], [0.008, 0.000, -0.077], [-0.023, 0.000, 0.126], [-0.048, 0.094, -0.247], [0.018, -0.087, -0.028], [-0.002, -0.008, -0.012], [-0.003, -0.005, 0.004], [0.005, 0.000, 0.003], [-0.009, 0.006, 0.000], [-0.007, -0.001, -0.004], [-0.149, -0.019, 0.155], [0.132, 0.066, 0.060], [0.004, 0.009, -0.016], [-0.004, -0.006, 0.014], [0.000, 0.001, -0.004], [-0.099, -0.067, -0.080], [-0.001, 0.000, 0.003], [0.000, 0.000, -0.001], [0.000, 0.000, -0.006], [-0.003, 0.000, 0.006], [0.000, 0.013, -0.005], [0.000, 0.002, 0.001], [0.000, 0.001, 0.000], [0.000, 0.000, 0.000], [0.001, -0.002, 0.000], [-0.003, -0.008, -0.003], [0.001, 0.001, -0.001], [-0.001, 0.000, 0.001], [0.001, -0.002, 0.000], [-0.004, -0.005, 0.003], [-0.006, 0.023, -0.068], [-0.072, 0.008, -0.063], [-0.249, 0.068, -0.494], [0.154, 0.210, 0.440], [0.028, 0.047, -0.039], [0.126, 0.235, 0.268], [0.360, 0.061, 0.254], [-1.965, -1.460, -0.618], [0.010, -0.044, 0.094], [0.046, -0.038, 0.005], [0.021, -0.010, 0.005], [-0.017, 0.003, 0.002], [-0.028, 0.003, -0.013], [-0.035, 0.053, 0.017], [0.011, 0.028, -0.002], [-0.002, -0.024, 0.027], [-0.022, -0.010, -0.018], [-0.009, -0.011, -0.008], [-0.014, -0.034, -0.044], [-0.015, 0.001, 0.005], [-0.099, -0.208, -0.255], [-1.483, -0.402, -0.159], [0.017, -0.006, -0.001], [0.026, -0.007, 0.004], [0.003, -0.003, 0.002], [0.012, -0.004, 0.004], [0.002, -0.021, -0.016]],
  "total_energy_ev": -146550.972,
  "orbital_gap_ev": 6.8,
  "total_charge": 0,
  "relative_energy_kj_mol": 93.23
}